a | This record from OMol25 describes 5 unconnected molecules or ions with the total composition H12NO4. The level of theory is ωB97M-V with the def2-TZVPD basis set.

```
! wB97M-V def2-TZVPD RIJCOSX def2/J DEFGRID3
* xyz 1 1
N 0.156 -0.300 0.794
H 0.282 0.812 0.901
H -0.881 -0.465 0.980
H 0.750 -0.820 1.392
H 0.351 -0.579 -0.245
H -3.177 -0.670 -0.393
H -1.929 -1.163 -1.327
O -2.188 -0.638 -0.497
H 0.866 2.724 -0.544
H -0.427 2.056 -0.411
O 0.372 2.239 0.116
H 2.920 -2.102 2.154
H 1.964 -3.082 2.596
O 1.964 -2.296 2.126
H -0.672 1.862 -2.787
H 0.458 0.975 -2.991
O -0.349 1.015 -2.356
*
```

Highest occupied orbital energy in eV: -15.6
HOMO-LUMO gap in eV: 12.4

---

b | This record from OMol25 describes 5 unconnected molecules or ions with the total composition H12NO4. The level of theory is ωB97M-V with the def2-TZVPD basis set.

```
! wB97M-V def2-TZVPD RIJCOSX def2/J DEFGRID3
* xyz 1 1
N -0.446 0.780 0.149
H -0.390 1.429 -0.636
H -0.837 -0.079 -0.235
H -0.996 1.210 0.940
H 0.504 0.635 0.515
H 2.977 -0.514 0.594
H 1.659 -1.120 0.844
O 2.074 -0.232 0.801
H 1.087 -2.331 -1.210
H 0.468 -3.258 -0.228
O 0.680 -2.324 -0.330
H -1.178 0.245 -3.095
H 0.228 0.463 -3.519
O -0.272 0.150 -2.756
H -2.470 2.117 2.508
H -1.389 1.262 3.255
O -1.698 1.565 2.402
*
```

Highest occupied orbital energy in eV: -15.2
HOMO-LUMO gap in eV: 12.3

---

Energetically preferred structure: b | next structure: +21.8 kcal/mol

---

a | This record from OMol25 describes 3 unconnected molecules or ions with the total composition C5H14N2. The level of theory is ωB97M-V with the def2-TZVPD basis set.

```
! wB97M-V def2-TZVPD RIJCOSX def2/J DEFGRID3
* xyz 0 1
C -0.744 0.185 0.572
C 1.011 1.725 0.238
C -1.145 -2.195 1.441
C 0.961 -1.255 -0.350
C 1.017 2.081 -1.213
N 0.313 -0.573 0.757
N -1.553 0.248 -0.520
H -1.160 0.653 1.458
H -1.475 -0.436 -1.254
H -2.403 0.784 -0.568
H 0.493 2.410 0.902
H 1.947 1.381 0.664
H 1.929 -0.783 -0.527
H -0.367 -2.798 1.894
H -1.865 -1.797 2.148
H -1.582 -2.615 0.540
H 0.415 -1.276 -1.301
H 1.147 -2.287 -0.053
H 1.458 1.290 -1.826
H 1.599 2.994 -1.416
H 0.003 2.263 -1.583
*
```

Highest occupied orbital energy (alpha / beta) in eV: -6.7 / -6.7
HOMO-LUMO gap (alpha / beta) in eV: 7.6 / 7.6

---

b | This record from OMol25 describes C5H14N2 in the gas phase. The level of theory is ωB97M-V with the def2-TZVPD basis set.

```
! wB97M-V def2-TZVPD RIJCOSX def2/J DEFGRID3
* xyz 0 1
N -0.561 -2.628 0.844
C 0.667 -2.179 0.292
C 1.028 -0.737 0.812
N -0.155 0.100 0.689
C 0.843 2.015 -0.671
C -0.261 0.946 -0.483
C -1.683 1.542 -0.571
H -1.338 -2.037 0.589
H -0.859 -3.573 0.654
H 1.568 -2.796 0.295
H 0.695 -1.952 -0.788
H 1.892 -0.360 0.225
H 1.425 -0.771 1.813
H -0.417 0.581 1.537
H 1.778 1.455 -0.560
H 0.843 2.415 -1.679
H 0.840 2.707 0.175
H -0.285 0.262 -1.358
H -2.399 0.717 -0.513
H -1.769 2.283 0.232
H -1.852 2.007 -1.534
*
```

Structure (SMILES): CC(C)NCCN
Highest occupied orbital energy in eV: -8.4
HOMO-LUMO gap in eV: 9.6

---

Energetically preferred structure: b | next structure: +110.6 kcal/mol

---

a | This record from OMol25 describes C5H14N2 in the gas phase. The level of theory is ωB97M-V with the def2-TZVPD basis set.

```
! wB97M-V def2-TZVPD RIJCOSX def2/J DEFGRID3
* xyz 0 1
C 0.088 -2.643 0.928
C 0.666 -1.298 1.307
N -0.255 -0.182 0.994
C 0.388 0.020 -1.392
C 0.229 0.725 -0.061
C -0.755 1.896 -0.081
N -0.761 2.642 -1.313
H 0.052 -2.855 -0.142
H -0.874 -2.843 1.402
H 0.712 -3.459 1.299
H 0.922 -1.217 2.368
H 1.645 -1.132 0.848
H -1.152 -0.567 0.738
H 1.141 -0.765 -1.272
H -0.537 -0.415 -1.759
H 0.771 0.604 -2.234
H 1.201 1.104 0.265
H -1.788 1.562 0.113
H -0.585 2.424 0.872
H -1.272 3.506 -1.223
H 0.163 2.893 -1.656
*
```

Structure (SMILES): CCN[C@@H](C)CN
Highest occupied orbital energy in eV: -8.6
HOMO-LUMO gap in eV: 9.8

---

b | This record from OMol25 describes C5H14N2 in the gas phase. The level of theory is ωB97M-V with the def2-TZVPD basis set.

```
! wB97M-V def2-TZVPD RIJCOSX def2/J DEFGRID3
* xyz 0 1
C 0.361 0.787 2.030
N 0.711 -0.102 0.897
C -0.559 -0.606 0.288
C -0.230 -1.503 -0.874
C -0.231 -0.870 -2.314
N -1.579 -0.568 -2.780
C 1.389 1.812 2.336
H 0.180 0.026 2.820
H -0.678 1.129 1.981
H 1.108 0.516 0.181
H -0.946 -1.165 1.152
H -1.380 0.103 0.128
H 0.788 -1.875 -0.776
H -0.923 -2.353 -0.876
H 0.533 -0.089 -2.318
H 0.166 -1.602 -3.014
H -2.085 0.089 -2.203
H -1.607 -0.249 -3.737
H 1.123 2.756 1.803
H 1.473 2.187 3.354
H 2.384 1.577 1.921
*
```

Structure (SMILES): CCNCCCN
Highest occupied orbital energy in eV: -9.1
HOMO-LUMO gap in eV: 10.2

---

c | This record from OMol25 describes C5H14N2 in the gas phase. The level of theory is ωB97M-V with the def2-TZVPD basis set.

```
! wB97M-V def2-TZVPD RIJCOSX def2/J DEFGRID3
* xyz 0 1
C 0.235 -1.430 -1.329
C 0.816 -1.087 0.045
C 0.967 0.479 0.091
C -0.332 1.244 -0.271
C -1.583 0.847 0.543
N -1.896 1.926 1.530
N 2.111 -1.809 0.095
H 0.297 -2.515 -1.492
H 0.875 -1.006 -2.159
H -0.796 -1.103 -1.314
H 0.274 -1.437 0.929
H 1.591 0.639 -0.800
H 1.489 0.698 1.040
H -0.300 2.317 -0.129
H -0.594 1.111 -1.331
H -1.480 -0.091 1.099
H -2.425 0.829 -0.174
H -2.896 2.074 1.517
H -1.648 1.605 2.455
H 2.431 -2.030 -0.840
H 2.865 -1.260 0.495
*
```

Structure (SMILES): C[C@@H](N)CCCN
Highest occupied orbital energy in eV: -9.2
HOMO-LUMO gap in eV: 10.2

---

Energetically preferred structure: a | next structure: +4.8 kcal/mol

---

a | This record from OMol25 describes C5H14N2 in the gas phase. The level of theory is ωB97M-V with the def2-TZVPD basis set.

```
! wB97M-V def2-TZVPD RIJCOSX def2/J DEFGRID3
* xyz 0 1
C 2.211 0.944 1.084
N 1.311 -0.184 0.737
C 1.370 -0.864 -1.710
C 0.568 -0.138 -0.528
C -0.785 -0.632 -0.350
N -1.627 0.574 0.003
C -2.895 0.150 0.591
H 3.225 0.551 1.465
H 2.266 1.557 0.160
H 1.742 1.596 1.888
H 0.643 -0.172 1.488
H 0.956 -0.578 -2.663
H 1.402 -1.981 -1.593
H 2.449 -0.444 -1.755
H 0.443 0.905 -0.849
H -0.937 -1.399 0.454
H -1.052 -1.120 -1.353
H -1.290 0.989 0.865
H -3.248 1.016 1.129
H -3.114 -0.729 1.199
H -3.638 -0.043 -0.261
*
```

Structure (SMILES): CNC[C@H](C)NC
Highest occupied orbital energy in eV: -8.7
HOMO-LUMO gap in eV: 9.8

---

b | This record from OMol25 describes C5H14N2 in the gas phase. The level of theory is ωB97M-V with the def2-TZVPD basis set.

```
! wB97M-V def2-TZVPD RIJCOSX def2/J DEFGRID3
* xyz 0 1
C 1.936 -0.531 -0.337
N 0.896 -0.064 0.549
C 0.210 1.243 0.365
C -1.223 1.141 0.839
C -2.059 0.021 0.090
N -2.254 0.375 -1.350
C 2.399 -1.930 0.006
H 2.821 0.107 -0.243
H 1.490 -0.547 -1.329
H 0.298 -0.374 1.302
H 0.698 2.005 1.034
H 0.385 1.681 -0.642
H -1.342 0.938 1.920
H -1.737 2.106 0.611
H -1.497 -0.916 0.145
H -3.042 -0.085 0.559
H -1.354 0.658 -1.728
H -2.475 -0.466 -1.878
H 1.605 -2.660 -0.026
H 3.178 -2.244 -0.706
H 2.852 -1.933 1.007
*
```

Structure (SMILES): CCNCCCN
Highest occupied orbital energy in eV: -8.1
HOMO-LUMO gap in eV: 9.1

---

c | This record from OMol25 describes C5H14N2 in the gas phase. The level of theory is ωB97M-V with the def2-TZVPD basis set.

```
! wB97M-V def2-TZVPD RIJCOSX def2/J DEFGRID3
* xyz 0 1
C 0.848 -0.375 -0.766
C 0.643 0.389 0.600
C 1.936 1.212 0.888
C 0.173 -0.569 1.777
N -0.268 -1.403 -0.917
C -1.500 -0.791 -1.411
N -2.144 0.593 -0.988
H 1.853 -0.794 -0.825
H 0.574 0.352 -1.568
H -0.185 1.146 0.423
H 2.041 2.068 0.147
H 2.858 0.741 0.987
H 1.783 1.698 1.909
H 0.343 0.072 2.698
H -0.914 -0.826 1.801
H 1.044 -1.415 1.797
H -0.407 -1.686 0.094
H -1.461 -0.905 -2.482
H -2.451 -1.349 -1.141
H -1.670 1.256 -1.670
H -3.095 0.585 -1.352
*
```

Structure (SMILES): CC(C)CNCN
Highest occupied orbital energy in eV: -9.0
HOMO-LUMO gap in eV: 10.0

---

Energetically preferred structure: b | next structure: +13.7 kcal/mol